[1]
{
  "formula": "C3H10N3O2",
  "method": "ωB97M-V/def2-TZVPD",
  "e_tot_ev": -11831.651,
  "de_lowest_ev": 2.585,
  "charge": 1,
  "mol_weight_g_mol": 120.1,
  "lumo_energy_ev": -3.2,
  "gap_ev": 10.810,
  "fmax_ev_per_a": 4.6,
  "elements": ["C", "C", "C", "N", "N", "N", "O", "O", "H", "H", "H", "H", "H", "H", "H", "H", "H", "H"],
  "xyz": [[-1.6670, -0.2367, -0.2803], [1.1962, 0.7179, 1.2386], [1.3346, 0.3571, -0.1471], [-2.8444, -0.8650, -0.1610], [-0.4994, -0.7085, -0.4032], [2.1402, -0.7181, -0.3960], [-1.7601, 1.0756, -0.2396], [1.1128, 1.2766, -1.0293], [1.0232, 1.8092, 1.2571], [0.1936, 0.3938, 1.5417], [2.0454, 0.5297, 1.9404], [-3.0477, -1.5452, 0.4477], [-3.7313, -0.3203, -0.1646], [-0.4929, -1.7461, -0.3632], [2.4319, -1.3926, 0.3055], [-0.8798, 1.3999, -0.2499], [2.2778, -1.0706, -1.3257], [1.1669, 1.0434, -1.9712]],
  "atomic_forces_ev_per_a": [[-0.7678, 0.4930, 0.5670], [-1.0502, 2.3568, 1.9485], [2.4726, -3.8204, -0.7046], [-2.0921, 3.0482, -2.3703], [0.6586, -2.4624, 0.0562], [-0.2740, 1.0237, -0.2906], [-1.8301, 0.6154, -0.0052], [-0.2737, 0.9180, -0.5641], [0.4673, -0.1859, 0.0376], [0.7113, -0.5251, 0.6348], [-0.8768, -0.3838, -0.8343], [0.3460, -3.7412, 2.4982], [1.4704, 0.2283, -0.4276], [0.1569, 0.8956, -0.2105], [-0.3952, 0.6630, 0.1853], [1.2221, 1.0192, -0.4025], [-0.0659, 0.1821, -0.3716], [0.1207, -0.3245, 0.2535]]
}

[2]
{
  "formula": "C3H10N3O2",
  "method": "ωB97M-V/def2-TZVPD",
  "e_tot_ev": -11825.064,
  "spin_multiplicity": 3,
  "de_lowest_ev": 0.000,
  "charge": 1,
  "mol_weight_g_mol": 120.1,
  "s2": 2.0076,
  "lumo_energy_ev": [-3.0, -7.8],
  "gap_ev": [9.501, 6.122],
  "fmax_ev_per_a": 8.2,
  "elements": ["C", "C", "C", "N", "N", "N", "O", "O", "H", "H", "H", "H", "H", "H", "H", "H", "H", "H"],
  "xyz": [[0.5394, 1.8129, 0.7388], [-0.1915, -1.4263, -0.0768], [0.9488, -0.4378, -0.4014], [-0.3707, 1.2238, -1.4285], [-0.4263, -1.4902, 1.3629], [0.3568, 0.8437, -0.4358], [-1.0127, 2.2576, -1.4874], [-1.3432, -0.9497, -0.7761], [0.3723, 1.2708, 1.7335], [1.6298, 2.1355, 0.6921], [-0.0295, 2.6769, 0.5906], [0.2349, -2.3032, -0.5688], [-0.5476, 0.4802, -2.0958], [1.1285, -0.6912, -1.4430], [1.7564, -0.4796, 0.4687], [0.4508, -1.6114, 1.9126], [-1.3427, -1.8791, 1.7881], [-2.1535, -1.4331, -0.5737]],
  "atomic_forces_ev_per_a": [[2.2098, -2.3068, -0.0133], [-1.3786, -0.7563, 1.3167], [-0.0443, 0.6755, 1.2605], [-0.1256, -3.0404, -5.8058], [-0.3519, -0.1336, 0.3336], [3.2485, 1.9271, 7.3098], [-1.9550, 3.8089, 0.8098], [0.5711, -0.5957, 0.3975], [-0.0484, 0.6328, -1.5995], [-1.1397, -0.5338, 0.0972], [-1.1897, 0.9693, -0.1394], [-0.6525, -0.7794, 0.3525], [-0.2729, 0.0608, -0.1297], [1.2617, -0.0618, -0.0096], [-1.3850, 0.0306, -2.5235], [-1.5154, -0.3110, -0.4617], [2.4925, 0.6970, -1.2826], [0.2754, -0.2833, 0.0875]]
}

[3]
{
  "formula": "C3H10N3OP",
  "method": "ωB97M-V/def2-TZVPD",
  "e_tot_ev": -19076.556,
  "de_lowest_ev": 4.162,
  "mol_weight_g_mol": 135.1,
  "smiles": "CNP1(=O)NCCN1",
  "lumo_energy_ev": 0.6,
  "gap_ev": 8.661,
  "fmax_ev_per_a": 8.0,
  "elements": ["C", "C", "C", "N", "N", "N", "O", "P", "H", "H", "H", "H", "H", "H", "H", "H", "H", "H"],
  "xyz": [[0.0527, 1.9454, -0.6667], [1.2420, 1.2527, -1.2789], [-1.5251, -1.0819, 2.0916], [-0.2217, 1.2378, 0.5581], [1.1695, -0.1959, -0.9726], [-0.8115, -1.3338, 0.8659], [1.9154, -1.0346, 1.8773], [0.4593, -0.2557, 0.5738], [0.4292, 2.9962, -0.4538], [-0.8209, 1.8420, -1.3031], [1.5201, 1.3382, -2.3252], [2.0751, 1.6511, -0.7494], [-1.2820, 0.0618, 2.3651], [-2.6414, -1.3831, 1.9643], [-1.1124, -1.6283, 2.9761], [-1.1928, 1.2756, 1.0309], [2.0985, -0.5770, -1.0905], [-0.4690, -2.2863, 0.8410]],
  "atomic_forces_ev_per_a": [[0.1575, 1.3703, -0.6679], [0.8341, -0.9404, -0.0268], [-0.7341, 1.5775, 1.5922], [-1.8352, -0.4044, 1.8338], [-1.3511, 0.5686, 0.6983], [0.5820, 0.0189, -1.4237], [-4.4691, 2.7591, -4.0466], [5.4801, -4.1633, 4.0210], [-1.1985, -0.9882, -0.4233], [-0.1223, 0.6915, -0.2743], [-0.8652, 0.5285, -0.2672], [1.0568, 0.3686, 0.4857], [-1.4459, -2.5486, -0.1548], [1.8126, 1.0744, 0.3645], [-0.1998, 0.2914, -0.7994], [2.3120, 0.3211, -1.4604], [-0.1973, -0.5552, 0.6405], [0.1834, 0.0300, -0.0917]]
}

[4]
{
  "formula": "C3H10N3S",
  "method": "ωB97M-V/def2-TZVPD",
  "e_tot_ev": -18570.434,
  "de_lowest_ev": 2.439,
  "charge": 1,
  "mol_weight_g_mol": 120.2,
  "lumo_energy_ev": -4.1,
  "gap_ev": 9.781,
  "fmax_ev_per_a": 5.4,
  "elements": ["C", "C", "C", "N", "N", "N", "S", "H", "H", "H", "H", "H", "H", "H", "H", "H", "H"],
  "xyz": [[-1.2774, 0.5367, 0.0139], [0.9999, 1.2706, -0.1726], [1.2502, -1.8121, 0.3163], [-1.7271, 1.7710, 0.3611], [0.0663, 0.2078, -0.1994], [0.3071, -1.0936, -0.5636], [-2.6442, -0.6903, -0.0096], [1.9800, 0.8311, -0.2334], [0.9289, 1.9318, -1.0845], [0.9726, 1.9236, 0.7111], [1.0703, -1.7780, 1.3914], [1.2041, -2.9582, 0.1616], [2.2563, -1.5721, 0.2573], [-1.1021, 2.5745, 0.1993], [-2.6688, 1.9663, -0.0498], [0.4851, -1.3320, -1.5430], [-2.1010, -1.7771, 0.4440]],
  "atomic_forces_ev_per_a": [[1.1612, -1.9179, 0.4448], [1.5956, 1.7062, -1.2252], [-1.4873, -2.8413, 0.5538], [0.2912, 0.0261, -2.0352], [-5.2968, 0.8660, 0.3956], [0.9053, -1.7068, 1.0962], [0.1975, 2.3589, -0.6730], [0.4606, -0.0807, 0.1707], [-0.1481, -0.6081, 0.7465], [-0.2271, -0.5207, -0.0273], [-0.8661, 0.6473, -0.0685], [-0.1854, 1.8878, -0.3846], [2.0565, 0.8497, -0.7663], [-0.2724, -0.6202, 0.1671], [0.7920, -0.2386, 1.0911], [-0.1568, 1.0420, 0.2544], [1.1801, -0.8497, 0.2598]]
}

What is the formula in the third record?
C3H10N3OP